[1]
The following is a quantum chemistry calculation of C6H13N2OP in the gas phase, from the Open Molecules 2025 dataset.

Output
lowest unoccupied orbital energy	0.764	eV
HOMO	-8.482	eV
relative energy (zero: lowest compared OMol25 entry of this formula, charge and spin)	2.0345	eV
gap between HOMO and LUMO	9.25	eV

ORCA input file:
```
! wB97M-V def2-TZVPD RIJCOSX def2/J DEFGRID3
* xyz 0 1
C -1.30747 2.47849 3.29404
C -0.31677 2.35496 2.42958
C 1.85133 -0.08252 -1.29122
C 0.36092 -3.02215 -1.93521
C -0.02715 1.11981 1.65083
C -0.50038 -0.28741 -0.81550
N 0.64334 -1.70808 -2.49164
N 0.68985 -0.69322 -1.53159
O 1.98095 0.80668 -0.47672
P -0.35918 1.46819 -0.15176
H -1.48717 3.39520 3.82919
H -1.98029 1.66310 3.50778
H 0.34253 3.18897 2.22824
H 2.67778 -0.47490 -1.89952
H 1.11330 -3.24274 -1.17931
H -0.63498 -3.11073 -1.48470
H 0.44905 -3.74709 -2.74103
H 1.02961 0.85766 1.73433
H -0.65189 0.28714 1.98730
H -1.34173 -0.29578 -1.51827
H -0.71516 -0.98802 0.00337
H -0.04914 -1.47265 -3.20251
H -1.76734 1.50510 0.05432
*
```

[2]
The following is a quantum chemistry calculation of 3 unconnected molecules or ions with the total composition C3H9N3O6 in a non-equilibrium geometry, from the Open Molecules 2025 dataset.

Output
lowest unoccupied orbital energy	-0.072	eV
HOMO	-11.265	eV
relative energy (zero: lowest compared OMol25 entry of this formula, charge and spin)	0.3943	eV
gap between HOMO and LUMO	11.19	eV

ORCA input file:
```
! wB97M-V def2-TZVPD RIJCOSX def2/J DEFGRID3
* xyz 0 1
C -0.17162 0.36718 1.15328
N -0.53061 -1.06541 1.15885
O -1.35544 -1.43999 1.94876
O -0.00131 -1.75707 0.30455
H 0.90784 0.41982 1.28333
H -0.67974 0.89252 1.95421
H -0.43044 0.87852 0.23308
C -3.09306 1.42761 -1.17539
N -3.69067 0.58408 -0.12843
O -3.26104 0.66003 0.99729
O -4.64074 -0.08021 -0.45027
H -2.97993 0.90017 -2.11498
H -2.13002 1.78406 -0.82015
H -3.71038 2.31287 -1.31181
C 3.14083 -1.18617 -0.52813
N 4.33167 -0.33672 -0.25103
O 4.66591 0.43449 -1.12337
O 4.91279 -0.51518 0.79081
H 2.39511 -1.14978 0.25145
H 3.53329 -2.19669 -0.64864
H 2.78758 -0.93413 -1.52341
*
```

[3]
The following is a quantum chemistry calculation of a molecular structure, C40H47F3GeIIrN5O2P2 in a non-equilibrium geometry, from the Open Molecules 2025 dataset.

Output
lowest unoccupied orbital energy	-3.427	eV
HOMO	-10.737	eV
relative energy (zero: lowest compared OMol25 entry of this formula, charge and spin)	2.8210	eV
gap between HOMO and LUMO	7.31	eV

ORCA input file:
```
! wB97M-V def2-TZVPD RIJCOSX def2/J DEFGRID3
* xyz 1 1
Ir -2.07445 0.07068 -0.19966
O 1.47806 -1.24371 -0.47017
P 2.24023 -0.95075 0.75525
C 1.75950 0.76147 1.38367
P 0.69561 1.90112 0.48481
O -0.42885 1.35949 -0.36718
C 1.79123 2.81790 -0.60574
C 2.77554 3.64697 -0.07173
C 3.64510 4.31524 -0.91764
C 3.53207 4.16017 -2.29455
C 2.54553 3.34281 -2.82758
C 1.67313 2.67003 -1.98387
C 0.09565 3.09620 1.69649
C 0.60648 3.19679 2.98787
C 0.12026 4.16537 3.85412
C -0.87231 5.03814 3.43464
C -1.36916 4.95622 2.14044
C -0.88236 3.99342 1.27306
C 4.71472 -0.28162 -0.07010
C 4.42951 0.50591 -1.19869
C 4.72605 0.06757 -2.47600
C 5.35220 -1.15234 -2.66333
C 5.60526 -1.97270 -1.57208
C 5.28628 -1.55095 -0.29872
C 5.00559 0.38590 1.23620
C 4.97054 -0.31864 2.44159
C 5.24430 0.31329 3.64460
C 5.55017 1.66692 3.66921
C 5.59299 2.37538 2.47766
C 5.33024 1.74115 1.27100
H 2.68998 1.29197 1.61675
H 1.27414 0.53457 2.34203
H 2.85958 3.78056 1.00130
H 4.40706 4.96381 -0.50509
H 4.21160 4.68580 -2.95246
H 2.45264 3.23054 -3.89961
H 0.90656 2.01799 -2.38395
H 1.37938 2.52296 3.33274
H 0.51582 4.23514 4.85862
H -1.25483 5.78823 4.11401
H -2.13392 5.64530 1.80708
H -1.25618 3.93917 0.25839
H 3.92071 1.45635 -1.06784
H 4.48108 0.69023 -3.32642
H 5.64324 -1.46824 -3.65625
H 6.05735 -2.94440 -1.72049
H 5.45228 -2.21436 0.54014
H 4.71228 -1.36978 2.44625
H 5.21652 -0.25365 4.56617
H 5.77164 2.15961 4.60656
H 5.84698 3.42809 2.48136
H 5.39262 2.30655 0.35188
C -5.10044 3.66895 -1.76494
Ge -3.53917 2.50197 -1.97343
C -3.92209 1.16890 -3.36813
C -2.00551 3.54981 -2.60095
C -3.30489 1.65985 -0.19090
H -5.31105 4.19333 -2.69725
H -4.92427 4.41208 -0.98675
H -5.98246 3.09091 -1.48853
H -4.07248 1.68498 -4.31720
H -4.82656 0.59974 -3.14880
H -3.09300 0.47250 -3.50998
H -2.33340 4.18464 -3.42479
H -1.22021 2.88963 -2.97267
H -1.57732 4.18881 -1.83011
H -4.31586 1.36734 0.11924
H -2.98581 2.44232 0.50436
C -1.11605 -6.87778 -0.10727
C -0.40705 -6.25342 1.08948
C -1.40421 -5.72332 2.11510
C 0.59823 -5.17863 0.66241
N -0.03616 -4.00941 0.06560
C -0.54943 -2.92409 0.64383
N -1.11474 -2.19912 -0.28999
N -0.93120 -2.85816 -1.45075
N -0.29473 -3.94485 -1.24787
H -1.81762 -7.64192 0.22706
H -0.40819 -7.34297 -0.79382
H -1.68009 -6.12990 -0.66790
H 0.20317 -7.02307 1.57211
H -2.08133 -4.99097 1.66701
H -0.90430 -5.25414 2.96564
H -2.01928 -6.53672 2.49828
H 1.29106 -5.56253 -0.08429
H 1.17316 -4.82575 1.51882
H -0.49599 -2.68705 1.69218
I -1.87237 -0.05137 2.34827
F -6.94277 -4.36368 -2.30517
C -6.82395 -4.00274 -1.02479
F -6.56732 -5.10758 -0.30701
F -8.00463 -3.52151 -0.61576
C -5.72852 -2.98354 -0.82737
C -5.58676 -2.36810 0.40577
C -4.55865 -1.46535 0.58606
N -3.68455 -1.17746 -0.38462
C -3.83986 -1.75908 -1.58085
C -4.84825 -2.66339 -1.84643
H -6.26511 -2.57680 1.22106
H -4.42150 -0.94804 1.52501
H -3.10836 -1.51524 -2.33811
H -4.92380 -3.11194 -2.82565
*
```

[4]
The following is a quantum chemistry calculation of 2 unconnected molecules or ions with the total composition C10H16O in a non-equilibrium geometry, from the Open Molecules 2025 dataset.

Output
lowest unoccupied orbital energy (spin up / spin down)	3.595 / 3.567	eV
HOMO (spin up / spin down)	0.738 / -3.142	eV
relative energy (zero: lowest compared OMol25 entry of this formula, charge and spin)	1.9858	eV
gap between HOMO and LUMO (spin up / spin down)	2.86 / 6.71	eV

ORCA input file:
```
! wB97M-V def2-TZVPD RIJCOSX def2/J DEFGRID3
* xyz -1 2
C -1.89173 0.82400 -1.32748
C -3.31844 0.59727 -0.60016
C -2.20803 1.91020 -2.42285
H -1.22865 1.05123 -0.48574
H -1.53524 -0.04769 -1.66982
H -3.76734 1.52377 -0.27550
H -2.92595 2.64070 -2.07594
H -1.23858 2.37073 -2.70084
H -3.27728 -0.10195 0.20557
H -3.90297 0.03868 -1.37702
H -2.49700 1.29549 -3.23609
C 1.68381 -2.57366 -0.56697
C 0.41359 0.22917 1.63244
C 1.68934 0.68395 1.97925
C 0.58829 -0.75603 0.65871
C 1.78299 -1.48587 0.39408
C 2.85186 -0.11818 1.95369
C 2.93987 -1.15300 1.00763
O 1.61188 1.87174 2.68166
H -0.47390 0.52814 2.19815
H -0.38366 -0.97277 -0.00200
H 3.72187 0.07194 2.52729
H 2.46592 1.87918 3.11863
H 1.58714 -3.53005 -0.02253
H 2.65161 -2.73179 -1.09160
H 3.82209 -1.63789 0.77948
H 0.83852 -2.40730 -1.28203
*
```

[5]
The following is a quantum chemistry calculation of C4H5N3O in the gas phase in a non-equilibrium geometry, from the Open Molecules 2025 dataset.

Output
lowest unoccupied orbital energy	-0.306	eV
HOMO	-9.416	eV
relative energy (zero: lowest compared OMol25 entry of this formula, charge and spin)	6.5984	eV
gap between HOMO and LUMO	9.11	eV

ORCA input file:
```
! wB97M-V def2-TZVPD RIJCOSX def2/J DEFGRID3
* xyz 0 1
C -0.08077 2.42965 -0.20573
C 0.66372 1.24513 -0.28803
C -0.16201 -2.26274 0.26163
C 0.81845 -1.36987 -0.10222
H 0.33305 3.12737 -1.22250
H -1.08741 2.53399 0.42479
H 1.33345 1.10138 -1.30397
H -1.50003 0.13758 1.23254
H 0.05806 -3.26608 0.13596
N 0.33573 -0.05068 0.57873
N -1.11684 -0.35221 0.47398
N -1.30994 -1.75763 0.76025
O 1.71453 -1.51590 -0.74544
*
```